(1)
{
  "formula": "C4H19CdNO5",
  "method": "ωB97M-V/def2-TZVPD",
  "lumo_energy_ev": -7.1,
  "mol_weight_g_mol": 273.61,
  "spin_multiplicity": 1,
  "homo_lumo_gap_ev": 8.816,
  "e_above_lowest_kcal_mol": 0.0,
  "total_charge": 2,
  "e_tot_ha": -761.95267,
  "fmax_ev_per_a": 0.65,
  "elements": ["Cd", "C", "C", "C", "O", "C", "N", "H", "H", "H", "H", "H", "H", "H", "H", "H", "H", "H", "O", "H", "H", "O", "H", "H", "O", "H", "H", "O", "H", "H"],
  "xyz": [[-0.753, -1.714, 0.087], [1.902, 0.909, -1.487], [0.966, 1.088, -0.314], [0.598, 2.540, -0.060], [-0.271, 2.529, 1.046], [-0.657, 3.836, 1.471], [-0.334, 0.341, -0.539], [2.285, -0.111, -1.550], [2.771, 1.554, -1.369], [1.412, 1.170, -2.427], [1.395, 0.745, 0.630], [0.112, 2.983, -0.945], [1.514, 3.112, 0.130], [-1.344, 3.709, 2.300], [-1.161, 4.372, 0.660], [0.216, 4.411, 1.788], [-1.031, 0.874, -0.002], [-0.593, 0.522, -1.509], [-1.759, -3.557, 0.888], [-2.704, -3.705, 1.009], [-1.340, -4.387, 1.142], [-1.819, -2.258, -1.807], [-1.586, -2.058, -2.720], [-2.519, -2.918, -1.867], [0.248, -1.544, 2.083], [0.363, -0.694, 2.525], [0.169, -2.186, 2.797], [1.002, -2.943, -0.667], [1.888, -2.758, -0.337], [1.032, -3.861, -0.956]],
  "mulliken_charge": [1.347, -1.445, 0.387, -0.907, -0.344, -0.758, -0.564, 0.312, 0.420, 0.421, 0.181, 0.407, 0.497, 0.247, 0.330, 0.314, 0.459, 0.369, -0.514, 0.316, 0.315, -0.503, 0.309, 0.297, -0.556, 0.323, 0.308, -0.594, 0.318, 0.305]
}



(2)
{
  "formula": "C2H10NO2",
  "method": "ωB97M-V/def2-TZVPD",
  "lumo_energy_ev": -5.1,
  "mol_weight_g_mol": 80.11,
  "spin_multiplicity": 1,
  "homo_lumo_gap_ev": 10.178,
  "e_above_lowest_kcal_mol": 27.6,
  "total_charge": 1,
  "e_tot_ha": -287.15240,
  "fmax_ev_per_a": 2.48,
  "elements": ["C", "C", "N", "H", "H", "H", "H", "H", "H", "H", "H", "O", "H", "H", "O"],
  "xyz": [[0.028, -0.035, -1.909], [2.010, 1.012, -1.062], [0.738, 0.934, -1.070], [-0.864, -0.406, -1.421], [-0.225, 0.412, -2.876], [0.629, -0.869, -2.258], [2.527, 0.680, -1.953], [2.553, 1.284, -0.173], [0.339, 1.028, -0.123], [-0.437, 1.020, 1.996], [-0.369, -0.498, 1.970], [0.012, 0.290, 1.559], [-1.763, -1.788, 2.930], [-3.056, -1.558, 2.319], [-2.122, -1.506, 2.074]],
  "mulliken_charge": [-0.844, -0.172, 0.061, 0.313, 0.356, 0.335, 0.310, 0.285, 0.380, 0.329, 0.306, -0.671, 0.344, 0.323, -0.654]
}



(3)
{
  "formula": "C5H12N2",
  "method": "ωB97M-V/def2-TZVPD",
  "lumo_energy_ev": [4.2, 4.1],
  "mol_weight_g_mol": 100.16,
  "spin_multiplicity": 2,
  "homo_lumo_gap_ev": [2.965, 8.437],
  "e_above_lowest_kcal_mol": 76.2,
  "s2": 0.7508,
  "total_charge": -1,
  "e_tot_ha": -307.04070,
  "fmax_ev_per_a": 5.29,
  "elements": ["C", "C", "C", "C", "C", "N", "N", "H", "H", "H", "H", "H", "H", "H", "H", "H", "H", "H", "H"],
  "xyz": [[1.304, 0.503, 0.705], [0.201, -0.502, 0.679], [-1.052, -0.133, -0.040], [-2.309, -0.126, 0.566], [0.231, -0.883, -2.070], [-0.957, -0.024, -1.457], [0.970, 1.624, 1.492], [1.524, 0.569, -0.302], [2.214, 0.008, 1.224], [-0.295, -0.668, 1.756], [0.657, -1.612, 0.443], [-2.327, -0.588, 1.560], [-3.115, 0.476, 0.207], [-0.016, -0.891, -3.128], [1.307, -0.516, -2.048], [-0.009, -1.757, -1.524], [-0.855, 0.727, -2.098], [0.803, 1.375, 2.444], [1.724, 2.417, 1.589]],
  "mulliken_charge": [-1.695, -0.619, 0.428, -0.959, -2.055, -0.169, -0.702, 0.159, 0.612, 0.111, 0.798, 0.358, 0.310, 0.449, 0.368, 0.507, 0.283, 0.486, 0.329]
}



(4)
{
  "formula": "C3H3Br2N",
  "method": "ωB97M-V/def2-TZVPD",
  "lumo_energy_ev": -1.2,
  "mol_weight_g_mol": 212.87,
  "spin_multiplicity": 1,
  "homo_lumo_gap_ev": 7.237,
  "e_above_lowest_kcal_mol": 146.7,
  "e_tot_ha": -5318.64274,
  "fmax_ev_per_a": 3.06,
  "elements": ["C", "C", "C", "N", "Br", "Br", "H", "H", "H"],
  "xyz": [[-0.332, 1.690, 0.831], [1.469, -1.199, 1.268], [-1.594, -0.003, -0.422], [-0.795, 0.766, 0.221], [1.759, -2.171, -0.283], [-2.196, -1.792, 0.180], [0.699, 1.961, 0.782], [0.380, -1.381, 1.632], [-1.957, 0.267, -1.469]],
  "mulliken_charge": [-0.244, -0.207, -0.175, -0.033, 0.049, -0.125, 0.262, 0.144, 0.329]
}